Below is 3 unconnected molecules or ions with the total composition C5H17NO2 at a distorted geometry, with properties calculated with wB97M-V/def2-TZVPD.

Structure (XYZ):
```
25
Properties=species:S:1:pos:R:3:forces:R:3:mulliken_charge:R:1
C 1.082351 3.354086 -0.874708 1.0 0.5 0.4 -1.431
C 1.228401 1.905185 -1.300272 -2.6 -0.2 -0.4 0.495
C -0.034778 1.523652 -2.196638 0.1 1.3 0.3 -1.488
C 1.208663 0.950572 -0.062190 0.8 0.1 -0.4 -0.115
C 1.626109 -0.402732 -0.582355 0.3 -1.7 2.1 -1.374
N -0.137699 0.798263 0.558757 1.4 0.6 -0.2 -0.534
H 0.853510 3.347083 0.210588 1.0 0.6 -0.3 0.343
H 0.252527 3.898138 -1.254778 -1.0 0.0 -0.9 0.365
H 1.943488 3.959420 -1.256595 -0.4 -0.4 1.2 0.294
H 2.147297 1.724842 -1.852747 0.0 0.0 -0.1 0.476
H -0.015422 0.472463 -2.433970 -0.7 -0.3 0.1 0.327
H -1.011144 1.966493 -1.848561 0.8 -1.3 0.8 0.339
H -0.144552 2.044760 -3.132802 1.3 0.3 -0.9 0.452
H 1.910763 1.328493 0.720640 -0.5 -0.2 -0.6 0.309
H 1.282494 -1.137199 0.185226 -1.0 0.0 -1.1 0.350
H 1.369566 -0.566458 -1.613997 -0.6 -0.5 -0.1 0.224
H 2.627359 -0.785547 -0.482640 1.3 1.2 -0.3 0.391
H -0.488391 1.754736 0.558609 -0.7 -0.4 0.1 0.274
H -0.644699 0.220675 -0.098189 -0.6 0.3 0.0 0.311
O -2.773169 -6.143482 0.761788 0.1 0.1 0.0 -0.642
H -2.296757 -5.830153 -0.014826 0.0 0.0 0.1 0.317
H -2.450651 -5.608943 1.497320 0.0 -0.1 -0.2 0.325
O -1.354526 -0.771542 3.170687 -0.2 -0.7 0.9 -0.652
H -0.419017 -0.926400 2.992874 -0.4 0.5 -0.5 0.318
H -1.750180 -0.199787 2.516861 0.6 0.2 -0.4 0.325
```
Forces are in eV/Å.

Summary:
Relative energy (zero: lowest compared OMol25 entry of this formula, charge and spin), kcal per mole: 38.4
Highest occupied orbital energy, eV: -9.82
HOMO-LUMO gap, Eh: 0.384
Net charge: 0
SMILES: CC(C)[C@H](C)N.O.O



Below is 2 unconnected molecules or ions with the total composition C12H23N2O at a distorted geometry, with properties calculated with wB97M-V/def2-TZVPD.

Structure (XYZ):
```
38
Properties=species:S:1:pos:R:3:forces:R:3:mulliken_charge:R:1
C 0.756742 2.640883 -0.178647 1.6 -0.2 1.7 -0.914
C 0.598062 1.363548 -0.470473 -1.6 2.1 0.5 -1.087
C 1.614482 1.984859 1.849894 -1.1 -0.2 0.5 -0.240
C 0.780471 0.620879 1.782660 2.5 1.4 0.8 -0.728
C 2.859948 -0.574039 -0.275511 -1.0 0.2 1.7 -1.483
C 1.114499 -2.219643 0.451377 -0.2 -1.0 -1.9 -1.439
C 0.832710 -1.016774 -1.695525 0.6 -0.7 -1.4 -1.449
C -2.354433 1.457976 0.877510 0.0 -0.4 -0.2 -1.335
C -2.124451 -1.157110 1.089967 0.8 2.7 -0.8 -1.421
C -2.369923 1.073050 -1.902685 -2.4 0.3 3.6 -0.788
C 1.232542 -0.840393 -0.227888 3.3 -0.5 0.5 0.880
C -2.115130 0.137367 0.291457 0.3 -2.3 -3.5 1.433
N 1.520543 2.905892 0.966217 0.4 -0.3 1.9 -0.517
N 0.539909 0.323735 0.408041 0.1 -1.7 -1.4 1.421
O -2.090264 -0.092679 -1.039630 -0.5 1.4 2.9 -0.230
H 0.622485 3.442450 -0.859359 -0.1 0.5 -0.6 0.453
H 0.250066 1.268065 -1.422289 -0.8 -1.2 -2.3 0.692
H 2.237733 2.059705 2.777250 -0.3 0.3 -1.1 0.349
H 1.526892 -0.102175 2.198077 -1.2 0.2 0.0 0.364
H -0.146756 0.694770 2.381076 0.5 -0.2 -0.1 0.316
H 3.272275 -0.956637 -1.165521 0.3 -0.9 -1.1 0.417
H 3.131792 0.463338 -0.333869 -0.3 0.9 0.1 0.397
H 3.478054 -0.975390 0.571583 -1.0 0.1 -0.5 0.364
H 1.845291 -2.818204 -0.222437 -1.4 0.5 1.3 0.455
H 0.057682 -2.597057 0.239216 1.5 0.0 0.7 0.332
H 1.491041 -2.393077 1.479312 -0.6 0.6 -0.5 0.268
H 1.103006 -0.058121 -2.333171 -0.8 -2.5 1.0 0.389
H 1.443270 -1.908494 -2.090858 -0.6 1.6 0.5 0.502
H -0.205851 -1.439433 -1.779962 0.7 1.1 -0.2 0.216
H -3.445290 1.538624 0.734306 0.0 0.4 0.2 0.506
H -2.151874 1.352692 1.931594 -0.1 0.3 0.4 0.376
H -1.823116 2.322983 0.438261 -0.3 -0.6 0.1 0.378
H -2.275977 -2.021055 0.501830 0.4 -0.8 -0.8 0.344
H -1.173737 -1.052057 1.600657 0.1 -0.8 0.4 0.284
H -2.906474 -1.105839 1.786577 -1.1 0.2 1.3 0.493
H -3.449540 1.342402 -1.681266 1.2 -0.1 -0.3 0.301
H -2.336272 0.763673 -2.867032 0.6 -1.0 -2.8 0.302
H -1.725319 1.865144 -1.602991 0.4 0.6 -0.3 0.401
```
Forces are in eV/Å.

Summary:
Relative energy (zero: lowest compared OMol25 entry of this formula, charge and spin), kcal per mole: 57.0
Highest occupied orbital energy (alpha / beta), eV: -11.56 / -11.56
HOMO-LUMO gap (alpha / beta), Eh: 0.262 / 0.261
Net charge: +1



Below is a molecular structure, C42H86N5O4PSSi2 at a distorted geometry, with properties calculated with wB97M-V/def2-TZVPD.

Structure (XYZ):
```
141
Properties=species:S:1:pos:R:3:forces:R:3:mulliken_charge:R:1
C 4.925930 -3.609817 2.442467 -0.3 0.0 -0.1 -0.724
O 4.530677 -2.260033 2.344892 0.1 -0.1 -0.1 -0.343
C 3.164264 -2.110163 2.004674 0.2 0.3 -0.2 -0.692
C 2.874611 -0.631988 1.786495 -0.4 0.4 0.6 -0.117
C 2.135721 0.008236 2.980499 -0.2 -0.9 -0.7 -1.208
C 0.631715 -0.358093 2.966961 0.7 0.9 0.2 -0.341
C -0.238140 0.791009 2.449816 -0.4 -1.0 -0.4 -0.471
C -1.719394 0.496662 2.733380 -0.1 0.6 0.4 -0.598
C -2.203602 1.177141 4.027261 -0.1 -0.3 0.1 -0.874
C -3.223122 0.370218 4.839239 -0.2 0.5 -0.2 -1.076
C -4.424381 -0.164865 4.018716 -0.1 0.2 1.0 -0.074
C -5.752153 0.339586 4.621940 0.0 -0.1 -0.3 -1.071
Si -7.219620 -0.041954 3.522814 0.7 0.9 0.2 0.212
C -7.143107 1.138145 2.054942 -0.2 0.0 0.6 -0.677
C -7.900639 2.473257 2.250978 0.2 -0.1 -1.1 -1.205
C -8.692683 2.841692 0.984162 -0.4 -0.6 0.0 -0.211
S -7.577979 3.561680 -0.248283 0.3 0.3 0.0 -0.275
O -8.604145 0.184450 4.456334 -0.1 -0.9 -0.8 -0.444
Si -9.783574 -0.987108 4.564200 -0.2 0.2 0.3 0.121
C -11.182359 -0.757647 3.327532 0.2 0.4 0.1 -0.821
C -10.857103 0.173946 2.136162 -0.6 -0.1 -0.3 0.315
C -10.924598 -0.496239 0.758393 0.2 0.3 0.5 -0.775
O -9.633539 -0.921518 0.325531 -0.1 0.0 0.0 -0.533
C -9.168307 -2.750215 4.543253 0.3 -0.1 -0.4 -1.121
C -9.189122 -3.398947 3.133119 -0.4 0.0 0.2 0.275
C -10.084714 -4.646737 3.079259 0.5 -0.1 -0.1 0.725
C -10.620802 -4.876820 1.666986 -0.2 -0.1 0.4 -1.688
C -9.327585 -5.874721 3.628051 -0.4 0.1 -0.1 -1.385
P -10.728193 -0.749331 6.606529 0.0 -1.1 0.1 0.251
O -11.611569 -1.930949 6.872539 -0.2 0.1 -0.1 -0.657
H 5.983343 -3.680888 2.201390 0.1 0.1 0.1 0.249
H 4.734351 -4.009827 3.442377 0.1 0.0 0.1 0.260
H 4.373375 -4.227460 1.726853 0.0 0.0 -0.1 0.322
H 2.954670 -2.672455 1.087780 0.0 -0.1 0.0 0.423
H 2.532315 -2.507846 2.808502 -0.1 -0.1 0.0 0.376
H 3.800211 -0.077716 1.639643 0.2 -0.3 -0.3 0.404
H 2.241803 -0.504245 0.908387 0.1 0.0 -0.2 -0.018
H 2.581910 -0.396532 3.888658 0.2 0.4 0.2 0.354
H 2.260548 1.086555 2.905831 0.0 0.1 0.4 0.466
H 0.333536 -0.633764 3.979839 -0.2 -0.1 0.0 0.408
H 0.480919 -1.207996 2.300382 -0.1 -0.2 0.2 0.264
H -0.106249 0.819181 1.367277 0.2 0.3 -0.1 -0.310
H 0.069656 1.751844 2.860962 0.0 0.1 0.1 0.614
H -1.896221 -0.574860 2.844430 0.2 -0.1 -0.2 0.381
H -2.330880 0.841116 1.898382 -0.1 -0.1 0.0 0.544
H -1.346171 1.387498 4.671288 0.1 0.0 0.0 0.458
H -2.661215 2.142964 3.796382 0.1 0.1 -0.1 0.246
H -2.742560 -0.428953 5.404974 0.1 -0.1 -0.2 0.363
H -3.627988 1.058942 5.584742 0.1 -0.1 0.2 0.452
H -4.428653 -1.251125 4.094864 0.0 -0.1 -0.5 0.254
H -4.352439 0.146074 2.978149 0.1 -0.2 -0.1 0.156
H -5.691499 1.427173 4.738265 -0.1 0.1 0.0 0.493
H -5.865980 -0.067627 5.628823 -0.1 0.0 0.0 0.490
H -7.095010 -1.409130 2.978853 -0.2 -0.2 0.1 -0.201
H -7.479986 0.615933 1.159558 -0.1 0.0 -0.1 0.629
H -6.080834 1.346857 1.917553 0.1 -0.1 -0.1 0.616
H -8.599850 2.449421 3.084360 0.1 0.1 0.2 0.237
H -7.152092 3.255759 2.376225 -0.2 0.2 0.6 0.662
H -9.540240 3.490143 1.202562 0.2 0.3 0.0 0.425
H -9.114095 1.933797 0.552999 0.0 0.0 0.0 -0.077
H -8.041471 3.026003 -1.384070 -0.2 -0.1 0.1 0.123
H -11.549569 -1.725585 2.983181 0.1 -0.1 0.0 0.353
H -12.024759 -0.320126 3.867897 0.0 -0.1 0.1 0.712
H -11.602478 0.972068 2.116304 0.0 0.1 0.1 0.349
H -9.892719 0.668320 2.229812 0.1 0.0 0.0 -0.566
H -11.309709 0.232261 0.043655 0.0 -0.1 -0.2 0.490
H -11.618206 -1.335712 0.822746 -0.1 0.0 -0.2 0.276
H -9.631247 -1.876849 0.260023 0.1 -0.2 -0.1 0.280
H -8.160817 -2.823282 4.958135 0.0 0.1 0.1 0.322
H -9.809618 -3.336308 5.204210 -0.1 0.1 0.2 0.811
H -9.553357 -2.700361 2.374576 0.1 0.1 0.1 -0.952
H -8.173163 -3.660792 2.838485 0.0 0.0 -0.1 0.730
H -10.945437 -4.474618 3.729233 -0.1 0.1 0.0 0.311
H -11.338373 -4.088250 1.428927 0.1 0.1 -0.2 0.316
H -11.172644 -5.816870 1.631986 0.0 -0.1 -0.1 0.502
H -9.826832 -4.910235 0.920777 0.0 0.0 -0.1 0.307
H -8.250165 -5.782302 3.503149 0.1 0.0 0.0 0.326
H -9.641260 -6.773558 3.097129 0.0 -0.1 0.1 0.396
H -9.556660 -6.013307 4.682954 0.2 -0.1 0.1 0.321
H -11.390338 0.497030 6.714186 0.3 0.2 0.2 0.059
H -9.659873 -0.736395 7.538880 0.0 0.6 0.0 0.045
C 3.996236 2.083920 -1.645971 -0.2 -0.1 -0.1 -0.604
C 2.948425 2.650855 -2.597961 0.2 -0.1 0.1 -0.502
C 1.556952 2.756104 -1.962522 0.1 0.0 -0.1 -0.456
C 1.065165 1.441588 -1.550819 -0.1 0.1 0.1 0.190
N 0.698178 0.403179 -1.228021 0.1 0.0 0.0 -0.448
H 3.748269 1.064697 -1.343104 0.0 0.0 0.0 0.258
H 4.969062 2.055275 -2.122485 0.1 0.0 0.0 -0.141
H 4.084852 2.694932 -0.746825 0.1 0.0 0.0 0.361
H 2.890348 2.026702 -3.492238 -0.1 0.0 0.0 0.311
H 3.255244 3.646739 -2.922962 -0.1 0.0 0.0 0.343
H 0.840680 3.181795 -2.666037 0.0 0.0 0.0 0.311
H 1.587620 3.401820 -1.083502 0.0 0.0 0.0 0.303
C 9.237001 4.505279 -3.767973 0.0 0.0 0.0 -1.354
C 9.504289 3.003574 -3.769023 0.0 0.3 -0.1 -0.121
C 8.242981 2.171350 -3.521854 0.2 0.0 0.0 -0.385
C 7.658896 2.488781 -2.217671 0.0 -0.1 0.0 0.228
N 7.209828 2.737748 -1.190917 0.1 0.1 0.0 -0.489
H 8.862677 4.841290 -2.800224 0.0 0.0 0.0 0.372
H 10.154084 5.058207 -3.973515 0.0 0.0 0.0 0.362
H 8.503502 4.776090 -4.530259 0.0 0.0 0.0 0.318
H 10.243512 2.765011 -3.004624 0.0 -0.1 0.0 0.130
H 9.931070 2.710501 -4.730196 0.0 -0.1 0.0 0.267
H 8.483076 1.107811 -3.544996 0.0 0.0 0.0 0.332
H 7.496006 2.368028 -4.293536 0.0 0.0 0.0 0.343
C 14.270081 -0.412097 -5.007321 -0.1 0.0 0.0 -1.382
C 13.944733 1.061742 -4.790776 0.1 -0.4 0.1 0.012
C 13.243597 1.324821 -3.453491 0.0 0.0 -0.2 -0.488
C 11.970169 0.608159 -3.369028 -0.3 -0.2 0.2 0.222
N 10.967826 0.045676 -3.310879 0.3 0.2 -0.1 -0.473
H 13.366381 -1.023238 -5.040080 0.0 0.0 0.0 0.363
H 14.793974 -0.550059 -5.953529 0.0 0.0 0.0 0.386
H 14.910209 -0.794425 -4.210267 0.0 0.0 0.0 0.315
H 13.312685 1.416415 -5.605310 0.0 0.1 0.0 -0.018
H 14.860299 1.644178 -4.821959 0.0 0.1 0.0 0.403
H 13.043220 2.390557 -3.332767 0.0 0.0 0.1 0.268
H 13.872897 1.006363 -2.621311 0.0 0.0 0.0 0.382
C 15.157659 2.681800 -10.147773 0.0 0.0 0.0 -1.176
C 13.857488 2.267509 -9.468802 0.1 0.0 -0.1 -0.377
C 13.418908 3.246773 -8.373498 0.1 -0.2 -0.1 -0.328
C 14.423674 3.339761 -7.313186 -0.1 0.2 0.0 0.297
N 15.216763 3.412827 -6.487140 0.1 0.1 -0.1 -0.509
H 15.987591 2.701050 -9.440345 0.0 0.0 0.0 0.353
H 15.416442 1.977852 -10.938064 0.0 0.0 0.0 0.340
H 15.068708 3.673125 -10.595673 0.0 0.0 0.0 0.304
H 13.973073 1.271052 -9.038031 -0.1 0.0 0.0 0.257
H 13.062290 2.203010 -10.213008 -0.1 0.0 0.1 0.324
H 12.478533 2.922259 -7.925371 0.0 0.0 0.0 0.215
H 13.265104 4.243612 -8.789179 0.0 0.0 0.0 0.348
C -2.031339 -1.450918 -1.305042 0.0 0.0 -0.1 -0.535
C -1.790752 -2.954028 -1.309435 0.0 0.2 0.0 -0.443
C -3.055684 -3.749552 -0.966260 0.2 0.1 0.1 -0.494
C -3.530621 -3.389305 0.372003 -0.1 -0.1 0.0 0.318
N -3.870628 -3.107765 1.431909 0.0 0.0 0.0 -0.455
H -2.340419 -1.101552 -0.318021 0.0 0.0 0.0 0.084
H -1.120568 -0.919260 -1.566898 -0.1 0.0 0.0 0.083
H -2.808160 -1.178392 -2.024267 0.0 0.0 0.0 0.342
H -1.007190 -3.199285 -0.589785 0.0 0.0 0.0 0.238
H -1.429325 -3.264991 -2.291328 -0.1 -0.1 0.0 0.345
H -2.859899 -4.822123 -0.984136 0.0 0.0 0.0 0.306
H -3.848410 -3.541304 -1.686207 0.0 0.0 0.0 0.278
```
Forces are in eV/Å.

Summary:
Highest occupied orbital energy, eV: -8.86
HOMO-LUMO gap, Eh: 0.335
Net charge: 0



Below is 2 unconnected molecules or ions with the total composition C5H14 at a distorted geometry, with properties calculated with wB97M-V/def2-TZVPD.

Structure (XYZ):
```
19
Properties=species:S:1:pos:R:3:forces:R:3:mulliken_charge:R:1
C 1.095064 -0.052081 -1.500043 0.5 0.4 0.6 -0.756
C -0.165229 0.517118 -2.136312 0.7 0.9 0.2 -0.236
C -1.287377 -0.461677 -1.837314 0.3 -0.1 -0.3 -0.913
H 2.047232 0.488929 -1.593848 -0.5 0.3 -0.4 0.330
H 1.292088 -1.054939 -1.850732 0.0 -0.4 -0.1 0.320
H 0.914960 -0.085651 -0.425369 0.1 -0.3 0.1 -0.068
H -0.366382 1.493881 -1.682877 -0.2 -0.1 0.2 0.235
H 0.032288 0.805039 -3.165899 -0.3 -0.6 -0.4 0.337
H -0.919385 -1.465825 -2.061522 -0.3 -0.1 -0.2 0.281
H -1.425513 -0.454813 -0.761334 -0.4 0.0 0.2 0.179
H -2.231328 -0.270642 -2.349285 0.1 0.0 0.1 0.306
C 0.732610 -0.372268 2.929510 0.1 0.3 -0.7 -0.855
C -0.418877 0.422707 2.329674 0.2 0.8 -1.4 -0.391
H 1.659735 0.068972 2.543594 -0.1 0.2 0.3 0.249
H 0.722169 -0.260223 4.005234 0.2 -0.5 0.3 0.312
H 0.822129 -1.399682 2.565977 -0.5 -0.1 0.5 0.296
H -1.460187 0.296152 2.611179 0.1 -0.6 0.6 0.363
H -0.428369 0.320649 1.237136 0.0 -0.2 0.1 -0.236
H -0.208378 1.486207 2.445689 -0.1 0.1 0.3 0.247
```
Forces are in eV/Å.

Summary:
Relative energy (zero: lowest compared OMol25 entry of this formula, charge and spin), kcal per mole: 9.0
Highest occupied orbital energy, eV: -11.32
HOMO-LUMO gap, Eh: 0.457
Net charge: 0
SMILES: CCC.CC